Here is a molecular structure, C27H27CrN9O3S5 from the OMol25 dataset. Energies are from wB97M-V/def2-TZVPD.

The calculation puts the frontier orbital gap (spin up / spin down) at 0.18013 / 0.19902 Eh. The calculation puts the molecular weight at 737.9 g mol⁻¹. As for the expectation value of S²: 3.787. As for the electronic energy: -4798.850587 Ha. Its total charge is +1. Its spin multiplicity is 4.

```
72
Properties=species:S:1:pos:R:3:forces:R:3
Cr 0.991 -0.376 0.511 0.60 0.05 0.15
N 0.140 -0.262 2.395 -0.06 0.06 -0.10
N 0.505 -1.264 3.321 -0.03 -0.03 0.00
C 0.866 -2.452 2.786 0.01 0.08 0.01
N 0.830 -3.518 3.558 -0.03 -0.03 -0.01
S 1.498 -2.555 1.198 0.05 -0.07 0.01
H 0.291 0.653 2.815 0.02 -0.01 0.02
H -0.885 -0.439 2.194 -0.02 -0.01 0.08
H -0.136 -1.308 4.109 0.03 0.00 0.02
H 0.329 -3.519 4.433 0.00 -0.01 0.00
H 1.067 -4.412 3.159 0.01 0.00 0.01
N 4.993 2.825 4.713 -0.03 -0.02 0.01
C 4.247 2.849 3.565 -0.02 0.03 -0.01
C 4.295 1.773 2.662 -0.01 0.00 0.01
C 3.523 1.790 1.520 0.08 0.03 0.02
C 2.669 2.863 1.274 0.07 -0.09 -0.17
C 2.613 3.935 2.152 -0.10 -0.02 0.05
C 3.398 3.929 3.287 0.01 -0.02 0.03
S 1.672 2.847 -0.162 0.03 -0.19 0.14
O 0.919 4.051 -0.259 -0.02 0.07 0.03
O 2.465 2.399 -1.279 -0.04 0.02 0.02
N 0.663 1.574 0.243 -0.04 0.25 -0.08
C -0.547 1.352 -0.348 -0.20 -0.35 -0.15
N -1.378 2.205 -0.912 0.06 0.09 -0.05
C -2.491 1.672 -1.414 -0.02 -0.03 0.00
C -2.804 0.313 -1.375 -0.01 0.11 -0.02
C -1.896 -0.520 -0.766 -0.02 -0.05 0.04
N -0.778 0.010 -0.261 0.09 0.13 -0.18
H 5.759 2.179 4.775 0.01 0.01 0.00
H 5.112 3.683 5.224 0.01 0.00 0.00
H 4.965 0.944 2.853 0.00 0.01 0.00
H 3.624 0.991 0.790 -0.01 0.01 -0.01
H 1.951 4.764 1.939 0.02 0.00 0.00
H 3.358 4.767 3.971 0.01 0.00 0.00
H -3.176 2.374 -1.876 0.01 0.00 -0.01
H -3.720 -0.069 -1.800 -0.03 -0.02 0.02
H -2.032 -1.589 -0.667 0.05 0.03 -0.08
C 1.369 -0.061 -2.933 -0.03 0.00 0.13
C 2.564 -0.317 -2.080 0.06 0.22 -0.13
O 2.430 -0.527 -0.853 -0.61 -0.14 0.08
C 3.906 -0.303 -2.641 0.05 -0.02 0.06
C 4.979 -0.736 -1.856 0.00 0.01 0.01
C 6.261 -0.707 -2.363 0.06 0.00 -0.02
C 6.486 -0.230 -3.651 -0.08 0.00 0.01
C 5.426 0.211 -4.434 0.07 0.00 -0.01
C 4.137 0.168 -3.937 -0.05 0.00 0.00
H 0.473 -0.429 -2.438 0.02 0.00 -0.07
H 1.459 -0.511 -3.918 0.02 -0.02 0.00
H 1.288 1.025 -3.048 0.00 -0.01 -0.02
H 4.791 -1.105 -0.857 0.01 -0.01 0.00
H 7.091 -1.053 -1.762 0.00 0.00 0.00
H 7.493 -0.204 -4.046 0.00 0.00 0.00
H 5.607 0.587 -5.431 0.00 0.00 0.00
H 3.319 0.522 -4.548 0.01 0.00 0.00
S -4.919 -4.129 -2.198 0.05 0.01 -0.05
C -4.490 -3.391 -0.790 0.00 0.01 0.16
S -3.058 -3.820 0.127 -0.06 0.02 0.05
C -3.344 -2.491 1.238 -0.14 0.05 -0.26
N -4.417 -1.834 0.967 -0.04 0.03 0.13
N -5.082 -2.367 -0.117 0.02 -0.09 -0.15
C -6.306 -1.720 -0.480 -0.05 0.05 0.02
C -6.405 -0.345 -0.315 0.03 0.05 0.04
C -7.585 0.303 -0.643 0.01 -0.03 0.00
C -8.664 -0.419 -1.130 -0.03 -0.01 -0.01
C -8.564 -1.796 -1.268 0.01 0.02 0.01
C -7.389 -2.454 -0.939 0.02 -0.04 -0.02
S -2.211 -2.092 2.463 0.12 -0.10 0.25
H -5.573 0.198 0.112 0.02 0.02 -0.02
H -7.665 1.374 -0.508 0.01 -0.01 0.00
H -9.585 0.087 -1.387 0.01 -0.01 0.00
H -9.409 -2.367 -1.629 0.01 0.00 0.00
H -7.313 -3.525 -1.042 -0.01 0.00 0.00
```
Positions in Å, forces in eV/Å.

Mulliken atomic charge list, values in e, 2 entries: atom 1 (Cr): 0.174, atom 2 (N): -0.097



Here is a molecular structure, C27H27CrOP at a distorted geometry from the OMol25 dataset. Energies are from wB97M-V/def2-TZVPD.

The calculation puts the frontier orbital gap (spin up / spin down) at 0.23228 / 0.22866 Eh. The calculation puts the molecular weight at 450.5 g mol⁻¹. As for the expectation value of S²: 6.122. As for the electronic energy: -2505.915904 Ha. Its spin multiplicity is 5.

```
57
Properties=species:S:1:pos:R:3:forces:R:3
C 0.799 2.246 -0.594 2.09 -0.01 -0.03
C 0.705 1.351 -3.369 -0.53 0.26 -1.01
C 1.885 1.323 -0.615 0.50 2.53 1.67
H 0.223 2.434 0.310 -0.15 -0.47 -0.32
C 1.754 0.362 -3.182 1.01 -0.38 -1.09
H -0.028 1.157 -4.173 0.44 -0.07 0.26
H 2.139 0.840 0.340 -0.43 -0.08 -0.36
H 1.757 -0.514 -3.849 -0.09 0.44 0.01
C 3.140 1.578 -1.448 0.26 -0.04 -0.25
H 4.018 1.296 -0.851 -0.24 0.06 0.01
H 3.267 2.651 -1.647 -0.25 -0.17 0.00
C 0.651 3.315 -1.646 -0.33 0.30 -0.52
H 1.321 4.174 -1.451 -0.06 -0.31 0.16
H -0.364 3.741 -1.578 0.25 -0.22 0.10
C 0.873 2.842 -3.117 0.10 0.46 -0.32
H 1.845 3.203 -3.489 -0.08 -0.12 0.18
H 0.133 3.372 -3.739 0.23 -0.11 0.19
C 3.156 0.765 -2.755 0.23 -0.04 -0.23
H 3.676 1.336 -3.540 -0.04 -0.02 0.08
H 3.769 -0.138 -2.603 -0.29 0.14 -0.04
Cr 0.471 0.316 -1.701 -1.66 -1.49 0.77
H 1.245 2.167 2.015 -0.32 -0.72 0.26
O -0.578 1.789 2.794 1.82 -0.82 -0.45
C 0.522 1.399 2.414 -1.28 1.42 0.68
C 1.049 0.001 2.551 -0.57 -1.11 -0.28
C 1.767 -0.247 3.720 0.34 0.07 -0.02
C 2.417 -1.461 3.929 -0.07 -0.17 -0.17
C 2.383 -2.440 2.932 0.00 0.32 0.07
C 1.625 -2.225 1.783 -0.23 0.11 0.11
C 0.853 -1.059 1.618 0.25 0.60 0.62
P -0.236 -1.092 0.140 -0.15 -0.47 -0.61
C -1.242 -2.600 0.393 -0.49 -0.80 0.51
C -2.147 -2.969 -0.625 0.16 0.09 0.37
C -3.124 -3.937 -0.394 0.11 -0.04 0.22
C -3.189 -4.600 0.839 0.23 0.22 -0.08
C -2.251 -4.296 1.828 -0.06 0.03 -0.21
C -1.293 -3.300 1.615 -0.24 0.08 -0.32
C -1.608 0.131 0.132 -0.32 -0.44 -0.16
C -2.376 0.449 1.243 -0.13 0.27 -0.07
C -3.219 1.557 1.186 -0.14 -0.02 -0.10
C -3.364 2.271 -0.005 0.19 -0.02 0.13
C -2.716 1.850 -1.169 0.03 -0.30 -0.15
C -1.868 0.743 -1.120 0.13 -0.07 0.44
H 1.820 0.545 4.470 0.09 -0.23 -0.17
H 2.963 -1.641 4.856 -0.16 0.08 -0.27
H 2.928 -3.377 3.053 -0.12 0.29 -0.04
H 1.594 -3.001 1.013 -0.09 0.20 0.26
H -2.104 -2.462 -1.590 -0.03 -0.08 0.20
H -3.851 -4.172 -1.171 0.24 0.06 0.15
H -3.966 -5.343 1.026 0.28 0.21 -0.09
H -2.273 -4.827 2.782 0.00 0.18 -0.25
H -0.599 -3.059 2.418 -0.23 -0.03 -0.19
H -2.311 -0.160 2.146 0.20 0.37 -0.14
H -3.740 1.875 2.088 0.02 -0.09 -0.28
H -3.988 3.164 -0.025 0.10 -0.22 -0.03
H -2.855 2.386 -2.110 -0.04 -0.20 0.24
H -1.459 0.294 -2.076 -0.48 0.57 0.56
```
Positions in Å, forces in eV/Å.

Mulliken atomic charge list, values in e, 2 entries: atom 1 (C): 0.257, atom 2 (C): 0.026



Here is a molecular structure, C27H27F3N3O5PSW from the OMol25 dataset. Energies are from wB97M-V/def2-TZVPD.

The calculation puts the frontier orbital gap (spin up / spin down) at 0.28286 / 0.28187 Eh. The calculation puts the molecular weight at 777.4 g mol⁻¹. As for the expectation value of S²: 2.012. As for the electronic energy: -2691.323981 Ha. Its total charge is +2. Its spin multiplicity is 3.

```
68
Properties=species:S:1:pos:R:3:forces:R:3
W 0.519 -0.051 1.749 0.28 0.00 0.04
O 2.371 -0.847 1.379 -0.01 -0.27 0.17
C 2.884 0.298 1.710 0.26 0.26 0.24
O 2.296 0.917 2.639 -0.16 -0.07 -0.45
C 3.751 0.985 0.734 -0.07 0.08 -0.11
C 5.099 1.262 0.842 0.04 -0.07 0.09
C 5.719 1.961 -0.185 -0.02 0.03 -0.06
C 4.995 2.384 -1.291 0.01 -0.02 0.03
C 3.635 2.119 -1.385 -0.02 0.02 -0.06
C 2.998 1.420 -0.370 -0.01 -0.09 0.13
P 1.210 1.054 -0.443 0.09 0.18 -0.34
C 1.031 0.079 -1.962 0.07 -0.12 0.22
C 1.580 -1.210 -1.948 -0.08 0.04 -0.06
C 1.528 -1.992 -3.089 0.02 0.00 0.03
C 0.935 -1.495 -4.246 -0.01 0.03 0.02
C 0.399 -0.214 -4.261 0.01 -0.05 -0.04
C 0.444 0.577 -3.120 -0.08 0.14 -0.05
C 0.307 2.600 -0.613 0.03 -0.09 0.02
C 0.898 3.818 -0.290 0.03 0.00 -0.01
C 0.136 4.978 -0.315 -0.03 0.03 -0.01
C -1.208 4.923 -0.652 0.03 -0.04 0.00
C -1.801 3.704 -0.963 -0.05 0.01 -0.01
C -1.051 2.543 -0.936 0.02 0.01 0.03
H 5.660 0.931 1.706 0.00 0.01 -0.01
H 6.777 2.176 -0.119 -0.01 0.00 0.00
H 5.490 2.925 -2.086 0.00 0.00 0.01
H 3.073 2.459 -2.248 0.02 0.00 0.00
H 2.064 -1.584 -1.053 0.01 -0.04 0.00
H 1.966 -2.982 -3.083 -0.01 0.01 -0.02
H 0.904 -2.103 -5.140 0.00 0.01 0.00
H -0.047 0.179 -5.165 0.01 -0.01 0.00
H 0.035 1.580 -3.143 0.03 -0.04 -0.01
H 1.944 3.869 -0.019 -0.01 0.00 0.00
H 0.597 5.925 -0.069 -0.01 -0.01 0.00
H -1.797 5.830 -0.675 0.00 0.00 0.00
H -2.850 3.663 -1.225 0.01 0.01 0.00
H -1.522 1.593 -1.171 -0.01 0.02 0.01
F -3.241 2.303 3.097 -0.03 0.18 0.00
C -2.693 1.175 3.470 0.26 -0.14 -0.16
F -2.871 0.251 2.517 -0.12 -0.14 -0.12
F -3.197 0.744 4.598 -0.02 -0.02 0.20
S -0.857 1.398 3.642 -0.31 0.15 0.18
O -0.597 2.393 4.597 0.07 0.04 -0.03
O -0.301 0.030 3.811 0.09 -0.12 0.15
O -0.449 1.671 2.190 -0.17 0.20 0.11
C -3.030 -2.934 -1.608 0.00 0.02 0.02
C -2.479 -1.526 -1.683 -0.06 -0.04 -0.06
N -1.538 -1.317 -0.580 0.03 -0.03 0.08
C -1.534 -2.015 0.559 -0.04 0.21 -0.26
N -0.567 -1.685 1.490 -0.19 -0.34 0.05
C -0.365 -2.625 2.653 -0.07 0.05 -0.03
C -1.024 -3.966 2.429 0.05 0.00 -0.07
C -2.457 -3.720 2.021 -0.02 -0.08 0.03
N -2.461 -2.928 0.785 0.10 -0.02 0.14
C -3.525 -3.187 -0.199 -0.06 -0.04 -0.09
H -2.258 -3.660 -1.870 0.00 0.01 0.01
H -3.855 -3.054 -2.308 0.01 0.00 -0.01
H -3.284 -0.793 -1.618 0.01 0.01 0.01
H -1.938 -1.356 -2.612 0.03 0.02 0.01
H -0.676 -0.844 -0.804 0.05 0.03 -0.04
H -0.790 -2.166 3.544 0.01 0.02 0.02
H 0.708 -2.746 2.803 0.02 0.02 0.01
H -0.982 -4.537 3.356 0.01 -0.01 0.01
H -0.509 -4.540 1.656 -0.01 0.00 0.00
H -3.015 -3.203 2.805 -0.01 0.03 -0.01
H -2.968 -4.657 1.810 -0.03 0.03 -0.03
H -4.386 -2.556 0.033 0.00 0.00 0.03
H -3.831 -4.224 -0.080 0.01 0.00 0.04
```
Positions in Å, forces in eV/Å.

Mulliken atomic charge list, values in e, 2 entries: atom 1 (W): 1.591, atom 2 (O): -0.572



Which of these has the highest spin multiplicity?
C27H27CrOP